Record 1
DFT (ωB97M-V with the def2-TZVPD basis set) results for a 2-piece molecular cluster, C5H5BrN2O2 overall.

Structure (XYZ):
```
15
C5H5BrN2O2 | the OMol25 dataset | ωB97M-V with the def2-TZVPD basis set
C 0.4775 -1.0548 -0.1414
C -0.0511 0.1089 -0.6969
C -1.5809 -2.1937 0.8410
C -0.5639 0.8363 2.1590
C 1.0079 1.0859 -1.1493
N -1.2760 0.0900 -0.9965
N -0.3934 -1.9482 0.4282
O -0.8753 1.8126 1.6455
O -0.3343 -0.1467 2.6483
Br -2.0121 1.5634 -1.7765
H 1.5614 -1.3811 -0.0506
H 0.8099 1.3008 -2.2475
H 1.0079 2.0505 -0.5138
H 2.0202 0.6226 -1.0286
H 0.2022 -2.7464 0.8791
```

## Properties
DFT total energy   -82378.132 eV
Maximum force   4.5 eV/Å
E_HOMO (spin up / spin down)   -7.65 / -7.65 eV
Frontier orbital gap (spin up / spin down)   6.53 / 6.53 eV
LUMO level (spin up / spin down)   -1.12 / -1.12 eV
Energy above the lowest of the compared OMol25 structures with the same formula, charge and spin   4.466 eV

Formally, the Löwdin partial charges of the atoms, in units of the elementary charge, are as follows: atom 1 (C): -0.175, atom 2 (C): -0.623, atom 3 (C): 0.258, atom 4 (C): -0.478, atom 5 (C): -0.082, atom 6 (N): -0.424, atom 7 (N): -0.154, atom 8 (O): 0.202, atom 9 (O): 0.211, atom 10 (Br): 0.671, atom 11 (H): 0.131, atom 12 (H): 0.078, atom 13 (H): 0.106, atom 14 (H): 0.077, atom 15 (H): 0.201


Record 2
DFT (ωB97M-V with the def2-TZVPD basis set) results for C30H28BClI3N2O6Re as an isolated structure.

Structure (XYZ):
```
72
C30H28BClI3N2O6Re | the OMol25 dataset | ωB97M-V with the def2-TZVPD basis set
Re -2.2910 -0.2426 -1.9447
Cl -4.1189 6.0502 -4.1468
C -3.7444 4.6175 -3.1987
C -3.6608 4.7512 -1.8112
C -3.2097 3.6976 -0.9535
I -3.2082 3.9624 1.0725
C -3.1039 2.4579 -1.6038
O -2.7669 1.2615 -0.9046
C -3.1749 2.3041 -2.9870
N -2.7605 1.0524 -3.4662
C -2.6314 0.9382 -4.8090
C -2.9748 1.9810 -5.6991
C -3.4110 3.2206 -5.1981
C -3.4485 3.4206 -3.7932
H -3.9645 5.7293 -1.4450
H -2.2289 -0.0283 -5.2253
H -2.7982 1.8130 -6.7844
H -3.5885 4.0432 -5.8898
N -2.5896 -2.1996 1.6982
C -2.6931 -1.4945 0.5580
O -1.6741 -1.0143 -0.0829
C -4.0800 -1.3679 -0.0297
C -3.9332 -1.3822 -1.5489
H -1.6931 -2.5199 2.0383
H -3.4681 -2.3298 2.1485
H -4.3880 -0.3058 0.2858
H -4.8461 -2.0608 0.3528
H -4.7939 -0.9602 -2.0969
H -3.7214 -2.3599 -1.9898
I 3.8593 -6.1780 -2.3099
C 2.2157 -4.9042 -2.5859
C 1.1236 -5.4522 -3.2743
C -0.0512 -4.7342 -3.4462
C -0.1602 -3.4691 -2.9635
C 0.9381 -2.9371 -2.2736
C 2.1542 -3.5543 -2.2481
C -1.2192 -2.6613 -3.5017
O -2.0716 -2.9793 -4.3734
O -1.2596 -1.3092 -3.0860
H 1.1836 -6.4189 -3.7469
H -0.8608 -5.2285 -3.9833
H 0.8719 -1.9498 -1.8648
H 3.0619 -2.9909 -1.8397
C 4.1827 0.0447 6.4551
C 3.1713 0.9704 5.6033
C 3.5873 2.4989 5.8221
C 1.8118 0.6858 6.3139
C 3.1227 0.5903 4.1355
C 3.4054 -0.7115 3.7042
C 3.5072 -1.0648 2.3790
C 3.0868 -0.0920 1.5095
O 3.0464 -0.3486 0.1190
B 2.4885 0.8314 -0.4170
O 2.1589 1.7969 0.6297
C 2.5556 1.1526 1.8379
C 2.6569 1.5734 3.1834
H 4.5741 0.6278 7.2927
H 5.0478 -0.4116 5.8661
H 3.6159 -0.7761 6.9247
H 3.7972 2.7259 6.8746
H 2.8555 3.1593 5.3640
H 4.4446 2.6318 5.1300
H 2.0331 0.5543 7.3881
H 1.3087 -0.2366 5.8982
H 1.1632 1.5552 6.1902
H 3.5918 -1.4651 4.4483
H 3.6946 -2.0848 2.0771
H 2.3742 2.5966 3.4738
I 1.2763 2.8107 -2.3177
C 2.2087 0.9917 -1.9688
H 3.0194 0.8212 -2.6718
H 1.3932 0.3047 -2.2933
```

## Properties
DFT total energy   -86462.143 eV
Maximum force   7.1 eV/Å
E_HOMO (spin up / spin down)   -1.63 / -2.57 eV
Frontier orbital gap (spin up / spin down)   3.39 / 4.33 eV
Spin multiplicity   4
Net charge   -1
LUMO level (spin up / spin down)   1.76 / 1.76 eV
Energy above the lowest of the compared OMol25 structures with the same formula, charge and spin   1.948 eV

Formally, the Löwdin partial charges of the atoms, in units of the elementary charge, are as follows: atom 1 (Re): 1.348, atom 2 (Cl): 0.623, atom 3 (C): -0.620, atom 4 (C): -0.195, atom 5 (C): -0.717, atom 6 (I): 0.847, atom 7 (C): -0.332, atom 8 (O): -0.353, atom 9 (C): -0.177, atom 10 (N): -0.102, atom 11 (C): -0.157, atom 12 (C): -0.112, atom 13 (C): -0.100, atom 14 (C): -0.236, atom 15 (H): 0.075, atom 16 (H): 0.109, atom 17 (H): 0.092, atom 18 (H): 0.062, atom 19 (N): 0.177, atom 20 (C): -0.452, atom 21 (O): -0.143, atom 22 (C): -0.208, atom 23 (C): -0.316, atom 24 (H): 0.119, atom 25 (H): 0.096, atom 26 (H): 0.139, atom 27 (H): 0.100, atom 28 (H): 0.058, atom 29 (H): 0.046, atom 30 (I): 0.818, atom 31 (C): -0.722, atom 32 (C): -0.158, atom 33 (C): -0.024, atom 34 (C): -0.154, atom 35 (C): -0.008, atom 36 (C): -0.131, atom 37 (C): -0.432, atom 38 (O): 0.040, atom 39 (O): -0.329, atom 40 (H): 0.082, atom 41 (H): 0.130, atom 42 (H): 0.098, atom 43 (H): 0.131, atom 44 (C): -0.067, atom 45 (C): -0.499, atom 46 (C): -0.048, atom 47 (C): -0.061, atom 48 (C): -0.177, atom 49 (C): -0.053, atom 50 (C): 0.012, atom 51 (C): -0.187, atom 52 (O): 0.155, atom 53 (B): -0.592, atom 54 (O): 0.095, atom 55 (C): -0.129, atom 56 (C): 0.088, atom 57 (H): 0.062, atom 58 (H): 0.093, atom 59 (H): 0.066, atom 60 (H): 0.079, atom 61 (H): 0.054, atom 62 (H): 0.091, atom 63 (H): 0.074, atom 64 (H): 0.103, atom 65 (H): 0.075, atom 66 (H): 0.103, atom 67 (H): 0.126, atom 68 (H): 0.122, atom 69 (I): 0.915, atom 70 (C): -0.573, atom 71 (H): 0.041, atom 72 (H): 0.019


Record 3
DFT (ωB97M-V with the def2-TZVPD basis set) results for C34H42F6N6O11S4SiTi as an isolated structure.

Structure (XYZ):
```
105
C34H42F6N6O11S4SiTi | the OMol25 dataset | ωB97M-V with the def2-TZVPD basis set
Ti 0.5490 1.5140 0.0725
F -0.1115 2.2337 2.9982
C -0.1995 3.5831 2.9445
F -1.0965 3.9473 3.8730
F 0.9665 4.0935 3.3396
S -0.6648 4.0037 1.1495
O 0.4968 3.3509 0.5058
O -0.5942 5.4331 1.0826
N -2.0539 3.4572 0.9297
S -2.4076 1.8162 1.1961
O -3.4314 1.4618 0.2245
O -1.0673 1.2178 0.5634
C -4.0334 2.5645 2.5695
F -3.4557 2.7316 3.7951
F -4.8727 1.5017 2.7303
F -4.8377 3.6382 2.3879
C -0.4374 -3.1364 3.2622
C -0.4226 -1.6177 3.0847
C 0.5470 -0.9933 4.0944
C -1.8227 -1.0451 3.3062
O 0.0224 -1.2793 1.7824
Si -0.4088 -1.8838 0.3409
S 0.1677 -0.5888 -1.2327
O -1.9993 -2.1829 0.4939
C -3.1246 -2.5246 -0.2864
C -3.4909 -1.3834 -1.2322
C -4.2590 -2.7770 0.7180
C -2.8281 -3.7971 -1.0831
O 0.3412 -3.3371 0.1633
C 1.2834 -3.9011 -0.7354
C 2.5389 -3.0375 -0.8764
C 0.6296 -4.0747 -2.1086
C 1.6607 -5.2660 -0.1400
H 0.5236 -3.5461 2.9651
H -1.2063 -3.5667 2.6294
H -0.6310 -3.3911 4.3014
H 0.1224 -1.0373 5.0961
H 0.7172 0.0453 3.8281
H 1.4977 -1.5202 4.0886
H -2.1612 -1.2532 4.3182
H -2.5102 -1.4831 2.5933
H -1.8104 0.0289 3.1391
H -3.5549 -0.4463 -0.6814
H -4.4460 -1.5901 -1.7105
H -2.7203 -1.2818 -1.9928
H -4.4981 -1.8525 1.2367
H -3.9438 -3.5212 1.4479
H -5.1499 -3.1378 0.2091
H -2.1169 -3.5591 -1.8666
H -3.7366 -4.1947 -1.5300
H -2.3852 -4.5416 -0.4265
H 2.2583 -2.0203 -1.1445
H 3.1768 -3.4409 -1.6587
H 3.0953 -3.0239 0.0551
H 0.3026 -3.0961 -2.4515
H -0.2274 -4.7386 -2.0304
H 1.3377 -4.4921 -2.8203
H 2.1352 -5.1256 0.8277
H 2.3494 -5.7866 -0.8013
H 0.7707 -5.8741 0.0056
S 2.8987 1.3923 -0.9481
C 2.5001 2.3382 -2.3377
N 3.4528 2.5853 -3.2091
N 3.1220 3.0300 -4.4417
C 1.9502 2.8893 -5.1474
C 1.6647 3.8014 -6.1669
C 0.4858 3.7124 -6.8798
C -0.4223 2.7048 -6.6033
C -0.1124 1.7493 -5.6437
C 1.0654 1.8197 -4.9330
N 1.2517 2.8130 -2.5153
N 0.2928 2.3353 -1.7817
C -0.9505 2.9277 -1.9814
C -1.1059 4.3174 -2.0197
C -2.3690 4.8569 -2.1613
C -3.4716 4.0293 -2.3114
C -3.3116 2.6536 -2.3294
C -2.0608 2.0987 -2.1564
H 3.8384 3.6314 -4.8289
H 2.3696 4.5945 -6.3784
H 0.2711 4.4446 -7.6469
H -1.3585 2.6550 -7.1394
H -0.7975 0.9354 -5.4496
H 1.3035 1.0490 -4.2152
H -0.2391 4.9514 -1.8891
H -2.4980 5.9316 -2.1351
H -4.4598 4.4602 -2.3966
H -4.1664 2.0061 -2.4453
H -1.9133 1.0270 -2.1560
O 2.8145 2.4338 2.1371
C 2.5511 1.2454 2.0252
O 1.5348 0.8062 1.3620
C 3.3671 0.1670 2.6664
C 3.2405 -1.1398 2.1906
C 3.9108 -2.1720 2.8034
C 4.7187 -1.9075 3.9161
C 4.8555 -0.5963 4.3883
C 4.1920 0.4331 3.7583
N 5.3704 -2.9681 4.5755
O 6.0519 -2.7200 5.5830
O 5.2376 -4.1176 4.1308
H 2.5843 -1.3118 1.3515
H 3.8111 -3.1929 2.4643
H 5.4749 -0.4250 5.2551
H 4.2804 1.4532 4.1020
```

## Properties
DFT total energy   -158045.426 eV
Maximum force   7.1 eV/Å
E_HOMO (spin up / spin down)   -1.33 / -1.58 eV
Frontier orbital gap (spin up / spin down)   4.02 / 4.14 eV
Spin multiplicity   3
Net charge   -2
LUMO level (spin up / spin down)   2.69 / 2.56 eV
Energy above the lowest of the compared OMol25 structures with the same formula, charge and spin   3.693 eV

These are the Löwdin partial charges, in e, on atoms 1 to 99: atom 1 (Ti): 0.662, atom 2 (F): 0.087, atom 3 (C): -0.613, atom 4 (F): 0.121, atom 5 (F): 0.141, atom 6 (S): 0.607, atom 7 (O): -0.358, atom 8 (O): -0.258, atom 9 (N): -0.290, atom 10 (S): 0.835, atom 11 (O): -0.376, atom 12 (O): -0.569, atom 13 (C): -0.500, atom 14 (F): 0.056, atom 15 (F): 0.062, atom 16 (F): 0.095, atom 17 (C): -0.021, atom 18 (C): -0.605, atom 19 (C): -0.004, atom 20 (C): -0.010, atom 21 (O): -0.148, atom 22 (Si): -0.067, atom 23 (S): 0.485, atom 24 (O): -0.140, atom 25 (C): -0.631, atom 26 (C): -0.027, atom 27 (C): -0.028, atom 28 (C): -0.028, atom 29 (O): -0.143, atom 30 (C): -0.644, atom 31 (C): -0.042, atom 32 (C): -0.044, atom 33 (C): -0.032, atom 34 (H): 0.082, atom 35 (H): 0.076, atom 36 (H): 0.083, atom 37 (H): 0.087, atom 38 (H): 0.075, atom 39 (H): 0.072, atom 40 (H): 0.088, atom 41 (H): 0.065, atom 42 (H): 0.059, atom 43 (H): 0.059, atom 44 (H): 0.086, atom 45 (H): 0.064, atom 46 (H): 0.082, atom 47 (H): 0.082, atom 48 (H): 0.076, atom 49 (H): 0.066, atom 50 (H): 0.080, atom 51 (H): 0.087, atom 52 (H): 0.019, atom 53 (H): 0.086, atom 54 (H): 0.062, atom 55 (H): 0.049, atom 56 (H): 0.069, atom 57 (H): 0.080, atom 58 (H): 0.073, atom 59 (H): 0.078, atom 60 (H): 0.078, atom 61 (S): 0.692, atom 62 (C): -0.842, atom 63 (N): -0.019, atom 64 (N): -0.031, atom 65 (C): -0.265, atom 66 (C): -0.062, atom 67 (C): -0.134, atom 68 (C): -0.137, atom 69 (C): -0.097, atom 70 (C): -0.041, atom 71 (N): 0.006, atom 72 (N): -0.183, atom 73 (C): -0.293, atom 74 (C): -0.046, atom 75 (C): -0.097, atom 76 (C): -0.105, atom 77 (C): -0.098, atom 78 (C): -0.054, atom 79 (H): 0.122, atom 80 (H): 0.093, atom 81 (H): 0.085, atom 82 (H): 0.080, atom 83 (H): 0.099, atom 84 (H): 0.108, atom 85 (H): 0.114, atom 86 (H): 0.097, atom 87 (H): 0.088, atom 88 (H): 0.100, atom 89 (H): 0.069, atom 90 (O): 0.079, atom 91 (C): -0.609, atom 92 (O): -0.254, atom 93 (C): -0.089, atom 94 (C): 0.008, atom 95 (C): 0.025, atom 96 (C): -0.169, atom 97 (C): 0.013, atom 98 (C): 0.013, atom 99 (N): -0.341


Record 4
DFT (ωB97M-V with the def2-TZVPD basis set) results for C8H10CeClNO2 as an isolated structure.

Structure (XYZ):
```
23
C8H10CeClNO2 | the OMol25 dataset | ωB97M-V with the def2-TZVPD basis set
Cl 0.2285 -1.7440 -2.1462
C -1.7075 1.3829 0.0362
C -1.2907 1.1841 1.3906
C -1.2717 -0.2205 1.6496
H -1.0719 1.9577 2.1331
C -1.6944 -0.9159 0.4550
C -1.9564 0.0768 -0.5356
H -2.2585 -0.1427 -1.5454
H -1.7733 2.3351 -0.4873
H -1.1843 -0.7153 2.6119
C -1.5533 -2.3831 0.2384
Ce 0.4656 0.0061 -0.1850
C 1.2631 2.8592 -0.0579
C 1.3559 0.5630 -2.6752
O 1.9143 3.7977 -0.1045
O 1.8682 0.5048 -3.7037
H -0.7910 -2.8408 0.9105
H -1.2751 -2.6081 -0.8191
H -2.5128 -2.8802 0.4481
N 3.0211 -0.0552 0.5441
H 3.5222 -0.8003 0.0356
H 3.2449 -0.1912 1.5355
H 3.4571 0.8298 0.2712
```

## Properties
DFT total energy   -39477.423 eV
Maximum force   4.3 eV/Å
E_HOMO (spin up / spin down)   -17.59 / -17.59 eV
Frontier orbital gap (spin up / spin down)   7.40 / 7.42 eV
Net charge   +2
LUMO level (spin up / spin down)   -10.20 / -10.18 eV

Formally, the Löwdin partial charges of the atoms, in units of the elementary charge, are as follows: atom 1 (Cl): 0.360, atom 2 (C): -0.099, atom 3 (C): -0.098, atom 4 (C): -0.092, atom 5 (H): 0.153, atom 6 (C): -0.392, atom 7 (C): -0.129, atom 8 (H): 0.147, atom 9 (H): 0.147, atom 10 (H): 0.160, atom 11 (C): -0.051, atom 12 (Ce): 1.063, atom 13 (C): 0.073, atom 14 (C): -0.122, atom 15 (O): 0.183, atom 16 (O): 0.162, atom 17 (H): 0.122, atom 18 (H): 0.012, atom 19 (H): 0.132, atom 20 (N): 0.008, atom 21 (H): 0.097, atom 22 (H): 0.093, atom 23 (H): 0.072